Formula: C12H29ClFN2O2P
Source: the Open Molecules 2025 dataset
Level of theory: ωB97M-V with the def2-TZVPD basis set

**SMILES**: CC[C@H](F)[PH3][C@@H](Cl)CC.CN(C)C=O.CN(C)C=O
**Charge**: 0

Element x y z (Å)
C  5.010  -1.480  -1.618
C  4.009  -1.672  -0.465
C  2.865  -0.676  -0.466
F  2.657  -0.199  0.841
P  1.154  -1.368  -1.080
C  -0.567  -1.994  -1.613
Cl  -0.707  -3.708  -1.106
C  -1.701  -1.187  -0.986
C  -1.580  0.320  -1.238
H  4.766  -2.116  -2.468
H  5.021  -0.444  -1.960
H  6.021  -1.715  -1.289
H  3.626  -2.696  -0.478
H  4.535  -1.541  0.483
H  3.089  0.205  -1.074
H  1.744  -2.611  -1.424
H  1.093  -0.359  -2.083
H  0.672  -1.206  0.255
H  -0.663  -1.984  -2.702
H  -1.686  -1.393  0.088
H  -2.650  -1.529  -1.398
H  -0.816  0.789  -0.616
H  -2.535  0.789  -1.017
H  -1.336  0.530  -2.281
C  2.483  -1.886  5.844
O  2.147  -1.695  6.997
N  3.073  -0.966  5.059
C  3.455  -1.242  3.686
C  3.332  0.350  5.616
H  2.329  -2.853  5.334
H  4.535  -1.124  3.567
H  2.950  -0.564  3.001
H  3.185  -2.265  3.431
H  3.985  0.275  6.486
H  2.401  0.819  5.936
H  3.806  0.969  4.858
C  -4.874  2.099  -2.272
O  -4.284  1.273  -2.941
N  -5.717  3.022  -2.770
C  -6.394  3.985  -1.927
C  -5.947  3.042  -4.205
H  -4.764  2.162  -1.174
H  -7.477  3.876  -2.009
H  -6.123  5.004  -2.211
H  -6.107  3.826  -0.890
H  -6.357  2.088  -4.538
H  -5.012  3.210  -4.739
H  -6.647  3.839  -4.442



Formula: C12H30BeF2N2O4Pb
Source: the Open Molecules 2025 dataset
Level of theory: ωB97M-V with the def2-TZVPD basis set

**ΔE to the lowest compared entry with this formula, charge and spin**: 0.00 kcal/mol
**Charge**: +2

Element x y z (Å)
Be  13.441  11.035  11.309
Pb  11.692  14.290  10.201
F  13.685  13.100  10.131
F  11.621  12.104  11.425
C  11.763  11.271  13.980
O  12.983  10.766  13.444
C  13.488  9.606  13.904
C  14.722  9.450  13.017
N  14.578  9.742  11.522
C  13.982  8.694  10.692
C  12.515  8.518  10.885
O  11.842  9.764  10.978
C  10.424  9.638  10.909
H  10.902  10.708  13.637
H  11.659  12.329  13.780
H  11.856  11.244  15.070
H  12.786  8.767  13.967
H  13.796  9.597  14.958
H  15.000  8.390  13.052
H  15.520  10.029  13.474
H  15.579  9.766  11.325
H  14.433  7.733  10.970
H  14.217  8.857  9.643
H  12.246  7.865  11.721
H  12.072  8.046  10.002
H  10.105  9.289  11.890
H  10.072  9.032  10.064
H  9.972  10.578  10.611
C  10.648  14.896  13.471
O  10.167  14.863  12.134
C  8.763  14.524  12.065
C  8.295  14.557  10.628
N  9.251  14.113  9.581
C  9.050  12.694  9.261
C  9.995  12.234  8.203
O  11.324  12.790  8.252
C  12.169  12.573  7.116
H  11.631  15.372  13.453
H  10.778  13.890  13.879
H  10.015  15.505  14.122
H  8.297  15.311  12.661
H  8.683  13.534  12.526
H  8.092  15.596  10.354
H  7.322  14.071  10.516
H  9.089  14.747  8.803
H  8.029  12.468  8.935
H  9.183  12.170  10.212
H  9.679  12.462  7.177
H  10.010  11.138  8.175
H  11.724  11.829  6.451
H  13.095  12.169  7.518
H  12.321  13.468  6.514



Formula: C12H30F4KN2O16P2S4
Source: the Open Molecules 2025 dataset
Level of theory: ωB97M-V with the def2-TZVPD basis set

**ΔE to the lowest compared entry with this formula, charge and spin**: 54.85 kcal/mol
**Charge**: -1

Element x y z (Å)
K  2.471  1.347  9.100
N  3.087  1.789  6.367
S  1.918  2.785  6.070
O  0.736  2.539  6.892
O  1.720  3.414  4.791
F  2.600  3.984  6.924
S  2.689  0.714  5.153
O  3.534  0.708  3.996
O  1.279  0.430  5.009
F  3.209  -0.566  5.954
N  5.005  0.813  9.903
S  5.595  -0.757  10.214
O  4.989  -1.616  11.186
O  7.006  -0.925  9.969
F  5.071  -1.318  8.782
S  5.731  1.374  11.179
O  7.105  1.728  10.961
O  5.336  0.791  12.444
F  5.057  2.872  11.325
C  1.150  -4.553  13.014
C  1.833  -3.928  11.823
O  0.827  -3.107  11.213
P  1.087  -2.245  9.868
O  2.221  -1.323  9.960
O  1.165  -3.302  8.680
C  2.311  -4.140  8.472
C  2.779  -3.947  7.040
O  -0.355  -1.574  9.674
C  -1.509  -2.436  9.704
C  -2.565  -1.995  8.693
H  0.247  -5.089  12.714
H  1.753  -5.297  13.535
H  0.846  -3.729  13.659
H  2.613  -3.220  12.118
H  2.186  -4.692  11.126
H  3.154  -4.162  9.167
H  1.917  -5.154  8.626
H  3.520  -4.723  6.846
H  1.920  -4.015  6.372
H  3.148  -2.934  6.881
H  -1.225  -3.471  9.525
H  -1.928  -2.342  10.707
H  -3.460  -2.606  8.831
H  -2.889  -0.970  8.861
H  -2.205  -2.164  7.679
C  2.901  5.855  13.999
C  2.657  4.977  12.816
O  1.700  5.535  11.886
P  1.516  4.901  10.442
O  1.147  3.488  10.371
O  0.442  5.911  9.828
C  -0.271  5.486  8.631
C  -1.736  5.787  8.895
O  2.849  5.262  9.679
C  3.385  6.560  9.484
C  4.887  6.481  9.392
H  3.277  6.856  13.797
H  2.059  5.901  14.694
H  3.654  5.390  14.643
H  3.574  4.808  12.248
H  2.223  4.028  13.135
H  0.089  6.087  7.797
H  -0.160  4.418  8.454
H  -1.994  6.846  8.841
H  -2.308  5.356  8.067
H  -2.018  5.389  9.866
H  3.018  6.964  8.536
H  3.034  7.254  10.251
H  5.323  7.422  9.056
H  5.329  6.035  10.283
H  5.173  5.813  8.573



Formula: C12H30FIO13P2S
Source: the Open Molecules 2025 dataset
Level of theory: ωB97M-V with the def2-TZVPD basis set

**Charge**: 0

Element x y z (Å)
O  -5.130  4.170  -2.904
P  -4.141  5.110  -3.386
O  -4.408  5.522  -4.871
O  -2.664  4.522  -3.258
P  -1.426  5.551  -2.710
O  -0.773  5.906  -4.151
I  0.120  4.009  -1.642
O  -4.222  6.469  -2.412
S  -4.094  7.910  -3.040
O  -3.227  7.882  -4.159
O  -3.837  8.808  -1.987
F  -5.518  8.135  -3.527
H  -3.601  5.616  -5.392
H  -0.612  6.857  -4.145
C  0.737  3.104  5.803
O  0.282  2.074  4.958
C  -0.655  2.543  4.005
C  -0.848  1.529  2.901
O  0.163  1.567  1.903
C  1.429  1.029  2.260
C  1.459  -0.481  2.305
O  0.905  -0.959  3.518
C  0.519  -2.311  3.415
H  -0.092  3.551  6.363
H  1.444  2.668  6.505
H  1.251  3.883  5.227
H  -0.311  3.492  3.573
H  -1.615  2.707  4.515
H  -1.771  1.785  2.375
H  -0.968  0.523  3.306
H  1.794  1.462  3.194
H  2.105  1.349  1.463
H  2.501  -0.825  2.242
H  0.900  -0.881  1.450
H  -0.264  -2.430  2.657
H  0.119  -2.622  4.378
H  1.377  -2.943  3.159
C  3.589  -6.727  -2.552
O  2.462  -6.104  -1.981
C  2.486  -6.158  -0.566
C  1.486  -5.188  0.021
O  1.951  -3.847  0.079
C  2.006  -3.138  -1.152
C  0.653  -2.696  -1.662
O  -0.019  -3.768  -2.299
C  -1.406  -3.541  -2.399
H  3.639  -7.786  -2.273
H  3.497  -6.651  -3.633
H  4.512  -6.224  -2.242
H  3.490  -5.915  -0.196
H  2.223  -7.179  -0.254
H  1.321  -5.473  1.062
H  0.526  -5.252  -0.494
H  2.550  -3.704  -1.910
H  2.585  -2.238  -0.933
H  0.791  -1.889  -2.395
H  0.054  -2.319  -0.823
H  -1.860  -3.457  -1.405
H  -1.845  -4.395  -2.910
H  -1.617  -2.633  -2.975



The evaluated gap between HOMO and LUMO for the records listed, in turn: 9.23 10.30 9.39 9.18 eV.